Below is 13 unconnected molecules or ions with the total composition C12H5BCl48O4P2 in a non-equilibrium geometry, with properties calculated with ωB97M-V/def2-TZVPD.

Geometry as XYZ:
```
72
Properties=species:S:1:pos:R:3:forces:R:3:mulliken_charge:R:1
O 3.804887 -0.546159 1.188252 -0.3 0.4 -1.6 -0.622
P 3.634437 0.140876 -0.164346 0.1 -0.8 2.5 0.562
B 1.977768 -0.557969 -0.882133 -0.1 0.7 -0.8 0.338
P 0.396763 0.430325 -0.349565 -0.6 1.3 2.6 0.419
O 0.523426 0.692400 1.142288 -0.1 -0.9 -2.3 -0.482
O 0.458918 1.896617 -1.126100 -0.9 -2.6 0.1 -0.132
O -1.013893 -0.384040 -0.679528 2.0 1.3 -0.4 -0.256
H 4.740072 -0.107381 -1.022435 -0.4 0.5 -0.2 -0.024
H 3.497453 1.548149 0.032584 0.2 -0.3 -0.6 -0.045
H 1.931605 -1.504299 -1.590627 0.1 -0.2 0.3 -0.023
H 0.410807 2.580781 -0.448109 -0.1 0.1 0.3 0.299
H -1.201453 -0.857088 0.143350 -0.3 -0.1 0.2 0.132
C 2.238958 4.196227 -3.323173 -0.1 0.0 0.0 0.146
Cl 3.128767 3.688894 -4.768497 -0.3 0.4 0.0 -0.105
Cl 2.569896 5.903145 -2.985867 0.0 -0.2 0.0 -0.100
Cl 0.502668 3.966299 -3.571926 0.2 0.1 -0.1 0.020
Cl 2.754070 3.201950 -1.950486 0.6 0.4 -0.3 -0.057
C -4.347543 -1.276505 0.300356 0.0 0.0 -0.2 0.145
Cl -3.107098 -1.842717 1.436951 -0.5 0.3 -0.3 -0.055
Cl -4.284140 -2.238810 -1.186290 0.4 -0.2 0.9 -0.064
Cl -5.946957 -1.434910 1.042957 0.2 0.0 -0.1 -0.101
Cl -4.029423 0.422755 -0.074268 -0.3 -0.1 -0.1 0.021
C -0.908981 -3.379734 5.000912 0.0 0.1 0.1 0.330
Cl -1.452719 -3.054419 3.344222 0.4 -0.4 0.5 -0.043
Cl -0.874568 -1.862246 5.911732 -0.2 -0.3 -0.1 -0.050
Cl -2.051069 -4.502720 5.784222 0.2 0.3 -0.2 -0.124
Cl 0.723291 -4.060725 4.959802 -0.2 0.1 0.0 -0.092
C 1.618518 -0.542668 9.342767 0.1 0.0 0.0 0.334
Cl 1.754037 -1.498995 7.859057 0.1 0.1 0.3 -0.037
Cl 0.264075 0.590656 9.187685 0.1 -0.1 0.0 -0.094
Cl 1.331089 -1.622140 10.718396 0.0 0.1 -0.1 -0.104
Cl 3.118705 0.362680 9.604664 -0.2 -0.1 0.0 -0.105
C 5.606540 -0.345646 -4.556370 0.1 0.0 -0.1 0.246
Cl 6.904450 -0.026599 -3.392119 -0.1 0.0 -0.1 -0.099
Cl 6.309516 -0.747953 -6.130354 -0.1 0.2 0.3 -0.082
Cl 4.623852 -1.706922 -3.984592 0.1 0.1 0.0 -0.083
Cl 4.584345 1.095106 -4.709564 0.2 -0.4 0.1 0.011
C -3.366629 5.139616 -2.678015 0.1 0.0 0.1 0.301
Cl -2.228489 6.496236 -2.723880 -0.1 -0.1 0.0 -0.082
Cl -3.463294 4.504658 -1.026080 0.0 0.0 -0.1 -0.036
Cl -4.968588 5.693212 -3.194313 0.1 -0.1 0.0 -0.104
Cl -2.807144 3.861865 -3.771253 0.1 0.2 0.5 -0.036
C -1.371236 2.474629 3.590167 0.2 -0.1 -0.2 0.231
Cl -2.216819 2.333107 2.037226 0.0 0.0 0.1 -0.002
Cl 0.365257 2.702475 3.253263 -0.5 0.1 0.2 -0.122
Cl -2.070074 3.836382 4.482944 0.1 -0.1 -0.1 -0.090
Cl -1.593432 0.984237 4.520438 0.1 0.2 -0.2 -0.022
C -4.534370 2.716750 -7.713687 -0.1 0.0 0.0 0.234
Cl -4.516966 3.701071 -6.241060 -0.2 -0.2 -0.6 -0.029
Cl -2.995923 2.908338 -8.572480 -0.1 0.0 0.1 -0.104
Cl -4.754555 1.016432 -7.267811 0.0 0.2 0.0 -0.027
Cl -5.866092 3.234896 -8.762976 0.1 -0.1 0.1 -0.103
C 0.762330 -8.436966 5.763245 0.0 0.0 0.0 0.315
Cl 0.815591 -9.439100 4.302424 0.0 0.1 0.1 -0.101
Cl -0.472345 -7.181410 5.576324 0.2 -0.4 0.1 -0.007
Cl 0.369777 -9.451767 7.161925 0.0 0.1 -0.1 -0.102
Cl 2.342668 -7.673547 6.012988 -0.1 -0.1 0.0 -0.104
C -6.368234 -1.927840 -4.701790 -0.1 0.2 0.0 0.285
Cl -5.597939 -0.958729 -3.434512 -0.4 0.2 -0.9 0.003
Cl -7.847166 -1.120211 -5.247752 0.1 -0.1 0.0 -0.093
Cl -5.253421 -2.103121 -6.068698 -0.1 -0.1 0.1 -0.097
Cl -6.770210 -3.529265 -4.059427 0.1 0.1 0.0 -0.112
C 5.728880 -4.461049 -7.527710 0.0 0.0 0.0 0.356
Cl 5.686707 -5.495905 -8.964703 0.0 0.1 0.1 -0.097
Cl 4.399794 -3.292533 -7.609055 0.1 -0.1 0.0 -0.078
Cl 5.547155 -5.459867 -6.075862 0.0 0.1 -0.1 -0.092
Cl 7.283127 -3.607236 -7.463441 -0.1 -0.2 -0.1 -0.095
C 1.115280 5.183010 7.258763 0.0 0.0 0.0 0.250
Cl 1.010814 4.285337 5.736428 0.2 0.2 0.5 0.028
Cl -0.097295 6.477361 7.263693 0.1 -0.1 0.0 -0.111
Cl 0.809032 4.083165 8.614790 0.0 0.1 -0.1 -0.076
Cl 2.732749 5.889579 7.426012 -0.1 -0.1 0.0 -0.107
```
Forces are in eV/Å.

Its HOMO energy is -10.033 eV. Its charge is 0.